Here is a molecular structure, C2HO4Pd at a distorted geometry from OMol25. Energies are from wB97M-V/def2-TZVPD.

```
! wB97M-V def2-TZVPD RIJCOSX def2/J DEFGRID3
* xyz 0 4
O 1.286 -0.865 -0.975
C 1.184 0.359 -0.712
O 0.056 0.929 -0.719
C -0.490 -0.675 1.517
O -0.013 -0.449 2.543
O -0.950 -1.048 0.509
Pd -0.560 -0.701 -1.329
H 2.075 0.934 -0.399
*
```

Values from the calculation:
⟨S²⟩: 3.753
E, Ha: -505.44162
LUMO level (spin up / spin down), eV: 0.182 / -1.292
Kohn-Sham gap (spin up / spin down), eV: 5.796 / 9.723

natural (NBO) population analysis, charges in e, atoms 1 to 6:
1. O -0.6441
2. C 0.5733
3. O -0.6637
4. C 1.0709
5. O -0.4414
6. O -0.5911